1.
The following is a quantum chemistry calculation of a molecular structure, C23H23AsCoP at a distorted geometry, from OMol25.

## Properties
Calculated total energy (eV): -131973.435
⟨S²⟩: 3.7842

The geometry in ORCA input format:
```
! RIJCOSX wB97M-V def2-TZVPD def2/J DEFGRID3
* xyz -1 4
C 1.902 3.247 -2.001
C 2.676 3.341 -0.810
C 1.775 3.463 0.291
C 0.443 3.465 -0.215
C 0.499 3.336 -1.629
Co 0.939 -1.698 -1.524
P 2.585 -1.069 -2.658
H 2.284 3.124 -3.010
H 3.761 3.323 -0.746
H 2.053 3.535 1.339
H -0.345 3.317 -2.313
H -0.463 3.570 0.380
H 3.867 -1.452 -2.158
H 2.748 0.336 -2.850
H 2.680 -1.525 -4.002
C 0.499 -4.380 -1.604
C -0.415 -3.589 -2.307
C -0.973 -2.452 -1.697
C -0.524 -2.060 -0.393
C 0.522 -2.793 0.238
C 0.981 -3.982 -0.361
As -0.281 -0.013 -0.428
C -2.206 0.200 0.048
C -2.954 1.201 -0.591
C -4.332 1.271 -0.356
C -4.954 0.360 0.510
C -4.184 -0.588 1.195
C -2.800 -0.646 0.989
C 0.540 0.278 1.361
C -0.219 0.797 2.411
C 0.365 0.938 3.675
C 1.709 0.605 3.874
C 2.481 0.167 2.793
C 1.909 0.038 1.524
H 0.829 -5.330 -2.030
H -0.738 -3.855 -3.309
H -1.720 -1.843 -2.203
H 0.886 -2.451 1.208
H 1.719 -4.589 0.168
H -2.452 1.896 -1.269
H -4.926 2.036 -0.859
H -6.036 0.393 0.655
H -4.653 -1.290 1.887
H -2.190 -1.362 1.545
H -1.260 1.074 2.253
H -0.241 1.296 4.509
H 2.158 0.694 4.867
H 3.533 -0.082 2.934
H 2.522 -0.256 0.668
*
```

---

2.
The following is a quantum chemistry calculation of a single C3H4N2S2 molecule at a distorted geometry, from OMol25.

## Properties
SMILES: Sc1cnn(S)c1
Energy above the lowest of the compared OMol25 structures with the same formula, charge and spin (kJ/mol): 267.8

The geometry in ORCA input format:
```
! RIJCOSX wB97M-V def2-TZVPD def2/J DEFGRID3
* xyz 0 1
S 0.804 2.521 0.012
C 0.554 0.877 0.053
C 1.328 -0.210 0.471
N 0.687 -1.410 0.157
N -0.487 -0.961 -0.295
S -1.913 -2.019 -0.302
C -0.642 0.332 -0.274
H 1.103 2.615 -1.248
H 2.228 -0.248 1.107
H -1.988 -2.139 1.137
H -1.674 0.641 -0.819
*
```

---

3.
The following is a quantum chemistry calculation of a molecular structure, C9H14Cl3N6O10V at a distorted geometry, from OMol25.

## Properties
Energy above the lowest of the compared OMol25 structures with the same formula, charge and spin (kJ/mol): 53.2
⟨S²⟩: 0.7578

The geometry in ORCA input format:
```
! RIJCOSX wB97M-V def2-TZVPD def2/J DEFGRID3
* xyz 1 2
V 0.037 -0.728 0.651
O -1.272 3.740 -2.940
C -0.700 2.993 -2.011
O -1.300 2.208 -1.313
C 0.788 3.300 -1.924
O 1.594 2.312 -1.324
C 1.827 1.185 -2.154
C 0.651 0.198 -2.132
O 0.061 -0.134 -3.127
O 0.346 -0.256 -0.927
H -2.227 3.603 -2.996
H 0.885 4.191 -1.302
H 1.136 3.546 -2.932
H 2.698 0.673 -1.744
H 2.022 1.498 -3.182
N -2.205 -0.585 -0.145
N -2.360 -1.667 -1.015
C -1.465 -2.677 -1.055
N -1.702 -3.688 -1.874
N -0.458 -2.608 -0.182
N 0.417 -3.665 0.017
O 0.424 -4.608 -0.765
O 1.105 -3.578 1.001
H -3.001 -0.515 0.480
H -2.094 0.296 -0.652
H -3.038 -1.596 -1.757
H -2.515 -3.705 -2.466
H -1.032 -4.444 -1.904
Cl 0.390 2.903 4.409
C 1.051 3.100 2.776
Cl 0.547 4.653 2.085
Cl 2.819 2.974 2.793
C 0.551 2.002 1.968
N 0.224 1.100 1.356
O 1.891 -0.409 3.022
C 2.477 -0.841 2.043
O 1.962 -0.988 0.862
H 3.542 -1.125 2.096
C -0.833 -1.754 3.302
O -0.482 -1.249 2.052
H -1.338 -2.718 3.199
H -1.498 -1.058 3.819
H 0.075 -1.878 3.893
*
```

---

4.
The following is a quantum chemistry calculation of a single C12H17NO5 molecule at a distorted geometry, from OMol25.

## Properties
SMILES: CCCOCC1=C(CC(=O)N(C)C)C(=O)OC1=O
Energy above the lowest of the compared OMol25 structures with the same formula, charge and spin (kJ/mol): 419.8

The geometry in ORCA input format:
```
! RIJCOSX wB97M-V def2-TZVPD def2/J DEFGRID3
* xyz 0 1
C 0.211 -3.325 0.833
C 1.688 -3.009 0.245
C 1.727 -1.418 -0.105
O 0.755 -1.061 -1.112
C 1.005 0.246 -1.670
C 1.430 1.365 -0.609
C 0.588 2.380 -0.074
C -0.945 2.758 -0.306
C -1.901 1.528 -0.666
O -2.843 1.765 -1.493
N -1.691 0.229 -0.011
C -2.375 -0.895 -0.726
C -2.392 0.343 1.326
C 1.481 3.270 0.939
O 1.111 4.358 1.460
O 2.756 2.623 1.175
C 2.842 1.681 0.073
O 3.931 1.200 -0.330
H -0.263 -2.307 1.101
H -0.476 -3.850 0.061
H 0.244 -3.952 1.803
H 1.944 -3.664 -0.654
H 2.416 -3.189 1.127
H 2.811 -1.158 -0.424
H 1.544 -0.893 0.915
H 1.909 0.122 -2.389
H 0.138 0.640 -2.303
H -0.969 3.559 -1.136
H -1.319 3.236 0.681
H -1.691 -1.828 -0.644
H -3.363 -1.193 -0.199
H -2.544 -0.725 -1.841
H -2.319 -0.647 1.894
H -1.925 1.222 1.899
H -3.514 0.589 1.160
*
```

---

5.
The following is a quantum chemistry calculation of 11 unconnected molecules or ions with the total composition C4H25O14 at a distorted geometry, from OMol25.

## Properties
Calculated total energy (eV): -33223.522

The geometry in ORCA input format:
```
! RIJCOSX wB97M-V def2-TZVPD def2/J DEFGRID3
* xyz -1 1
O -0.509 -0.524 0.417
C 0.152 0.145 -0.403
O 0.001 0.080 -1.660
C 1.191 1.165 0.053
C 0.964 1.889 1.396
C 1.538 1.243 2.627
O 2.204 0.085 2.362
O 1.413 1.632 3.757
H 1.437 1.869 -0.737
H 2.110 0.569 0.111
H 1.294 2.891 1.173
H -0.093 1.898 1.677
H 2.224 -0.443 3.169
H 2.286 -1.040 -2.547
H 3.773 -0.675 -2.372
O 3.051 -1.158 -1.957
H -2.412 0.093 0.546
H -3.139 -0.578 -0.621
O -3.199 0.167 -0.015
H -3.504 1.820 -0.831
H -3.578 3.077 0.038
O -3.293 2.780 -0.832
H -0.394 -4.128 0.111
H 0.893 -3.569 0.861
O 0.223 -4.253 0.836
H -1.197 -0.744 2.233
H -2.024 -1.537 3.257
O -1.538 -0.710 3.143
H -1.393 -1.890 -1.525
H -1.578 -2.198 -2.955
O -1.784 -2.581 -2.088
H 3.808 -1.576 -0.272
H 3.659 -1.133 1.130
O 3.966 -1.902 0.634
H 0.612 -1.125 -4.633
H 0.465 -0.442 -3.158
O 1.011 -0.981 -3.776
H -2.281 1.665 2.045
H -1.953 1.302 3.483
O -2.250 2.041 2.928
H -1.202 2.701 -2.104
H -0.359 1.573 -2.674
O -0.598 2.504 -2.831
*
```

---

6.
The following is a quantum chemistry calculation of a molecular structure, C48H39F6N6O2P2Ru, from OMol25.

## Properties
Energy above the lowest of the compared OMol25 structures with the same formula, charge and spin (kJ/mol): 0.0
⟨S²⟩: 6.1003

The geometry in ORCA input format:
```
! RIJCOSX wB97M-V def2-TZVPD def2/J DEFGRID3
* xyz 1 5
Ru -0.367 0.150 -0.259
C 1.622 4.256 3.426
C 2.154 3.268 2.612
C 1.312 2.487 1.836
C -0.055 2.681 1.876
C -0.595 3.688 2.672
C 0.246 4.467 3.446
N -0.890 1.817 1.082
N -2.112 2.005 1.246
C -2.934 1.256 0.409
C -4.293 1.542 0.428
C -5.123 0.934 -0.497
C -4.573 0.074 -1.441
C -3.212 -0.220 -1.443
C -2.377 0.341 -0.491
H 2.273 4.864 4.041
H 3.224 3.099 2.588
H 1.692 1.683 1.231
H -1.662 3.858 2.673
H -0.170 5.256 4.058
H -4.667 2.264 1.143
H -6.181 1.154 -0.511
H -5.209 -0.358 -2.204
H -2.819 -0.849 -2.231
N 2.418 -3.701 -9.436
C 2.181 -3.322 -8.378
C 1.886 -2.854 -7.044
C 2.588 -3.379 -5.960
C 2.303 -2.934 -4.680
C 1.317 -1.972 -4.482
C 0.621 -1.447 -5.564
C 0.907 -1.887 -6.846
C 1.002 -1.495 -3.101
C 1.836 -0.535 -2.532
C 3.061 -0.032 -3.135
C 3.642 0.746 -2.208
C 2.743 0.735 -1.058
N 1.683 0.001 -1.249
C -0.075 -2.083 -2.452
C -0.778 -3.267 -2.910
C -1.629 -3.620 -1.924
C -1.480 -2.621 -0.887
N -0.581 -1.719 -1.200
H 3.349 -4.129 -6.125
H 2.843 -3.337 -3.832
H -0.133 -0.685 -5.403
H 0.376 -1.480 -7.696
H 3.407 -0.259 -4.130
H 4.566 1.296 -2.276
H 2.896 1.292 -0.147
H -0.601 -3.770 -3.846
H -2.299 -4.464 -1.897
H -2.004 -2.560 0.056
O 1.131 -0.440 1.568
P 1.394 -1.135 2.874
C 0.352 -0.624 4.255
C -0.362 -1.534 5.031
C -1.071 -1.092 6.142
C -1.069 0.254 6.479
C -0.365 1.167 5.700
C 0.346 0.731 4.593
C 1.247 -2.920 2.718
C 1.791 -3.806 3.649
C 1.656 -5.173 3.462
C 0.988 -5.662 2.346
C 0.459 -4.784 1.410
C 0.590 -3.414 1.594
C 3.070 -0.770 3.432
C 4.025 -0.438 2.475
C 5.331 -0.160 2.854
C 5.688 -0.217 4.194
C 4.742 -0.550 5.155
C 3.434 -0.821 4.778
H -0.364 -2.585 4.771
H -1.618 -1.803 6.749
H -1.611 0.592 7.353
H -0.357 2.217 5.965
H 0.915 1.439 4.000
H 2.328 -3.433 4.512
H 2.080 -5.860 4.183
H 0.890 -6.730 2.202
H -0.051 -5.166 0.533
H 0.204 -2.712 0.868
H 3.737 -0.409 1.432
H 6.070 0.100 2.106
H 6.706 0.001 4.492
H 5.019 -0.588 6.201
H 2.694 -1.044 5.538
F 0.458 2.390 -1.409
P -0.404 2.542 -2.829
F -1.727 2.768 -1.954
F -0.650 0.870 -2.705
F -0.103 4.094 -2.866
F 0.949 2.204 -3.625
F -1.245 2.549 -4.174
C -3.147 -2.784 2.712
C -2.518 -1.417 2.608
N -3.035 -0.465 3.396
O -1.583 -1.194 1.840
H -3.438 -3.022 3.734
H -2.439 -3.529 2.354
H -4.040 -2.814 2.084
H -3.775 -0.669 4.043
H -2.651 0.467 3.380
*
```

---

7.
The following is a quantum chemistry calculation of a molecular structure, C3H7N2 at a distorted geometry, from OMol25.

## Properties
Energy above the lowest of the compared OMol25 structures with the same formula, charge and spin (kJ/mol): 482.7

The geometry in ORCA input format:
```
! RIJCOSX wB97M-V def2-TZVPD def2/J DEFGRID3
* xyz 1 1
C 0.686 -0.475 0.948
C 0.776 0.361 -0.856
C -1.672 -0.302 0.035
N -0.218 -0.169 0.033
N 1.727 -0.058 0.164
H 0.778 -1.156 1.751
H 0.797 0.166 -1.832
H 0.237 2.277 -0.812
H -1.896 -1.093 -0.692
H -1.848 -0.627 1.058
H -2.037 0.735 -0.161
H 2.671 0.340 0.363
*
```

---

8.
The following is a quantum chemistry calculation of 2 unconnected molecules or ions with the total composition C2H4NO2 at a distorted geometry, from OMol25.

## Properties
Energy above the lowest of the compared OMol25 structures with the same formula, charge and spin (kJ/mol): 530.5

The geometry in ORCA input format:
```
! RIJCOSX wB97M-V def2-TZVPD def2/J DEFGRID3
* xyz -1 1
C -0.296 -0.959 -1.763
C -0.497 -0.065 -0.689
N 0.283 0.875 2.356
O 1.314 0.735 3.171
O 0.099 -0.822 -2.941
H -0.278 -2.046 -1.255
H -0.449 1.110 -0.840
H -0.870 -0.356 0.297
H 0.695 1.528 1.663
*
```